No. 1
Below is 2 unconnected molecules or ions with the total composition C27H30NS2, with properties calculated with the ωB97M-V functional and the def2-TZVPD basis.

```
60
Properties=species:S:1:pos:R:3:forces:R:3
H 1.159746 -1.098183 0.075449 0.35 0.75 1.08
H 3.053976 2.518201 0.614140 0.02 -0.38 0.26
C -1.005226 -1.815967 2.553584 0.17 0.35 -0.05
C -1.631836 -5.004364 -2.884928 0.15 0.19 -0.22
H -1.443090 -6.056078 -1.022899 -0.31 0.30 0.11
C -0.929552 -0.857633 1.532186 0.28 -0.24 0.20
C 0.596076 3.628436 -0.000955 0.04 0.59 0.26
H -1.483053 -1.022409 0.603776 0.22 0.09 0.25
C 3.919505 0.480841 0.753305 0.10 0.23 -0.41
H -2.447921 1.600162 0.363621 0.08 0.07 -0.37
S -0.525687 -4.021003 -0.374680 -0.02 1.49 -0.21
H -1.522370 -3.538549 -4.493842 -0.14 0.02 0.30
C 3.209051 -0.865673 0.494612 0.53 -0.11 0.72
H 0.747897 -2.066145 -0.918803 0.27 -0.38 -0.20
H -1.215325 2.413333 2.617903 0.15 0.24 -0.24
H -0.841003 -5.644856 -3.287605 -0.13 0.10 0.10
H 3.115130 -1.444736 1.435508 -0.11 0.23 -0.31
C -0.896943 4.500267 2.188962 0.12 -0.20 -0.23
H -0.306477 -2.384573 4.507787 0.02 0.29 -0.15
N 1.936019 -0.468087 -0.072692 0.07 -1.39 -0.41
C -2.292170 0.967912 -2.992065 0.02 -0.18 0.02
C 2.797338 1.509690 0.968015 -0.34 -0.39 0.18
H -2.870559 1.082225 -3.908470 0.05 -0.14 0.26
C -1.660966 -5.034557 -1.366186 -0.25 -0.55 0.09
C -2.813466 1.394873 -1.765614 0.05 -0.11 0.31
C -0.299235 5.436910 1.343508 -0.01 -0.07 -0.03
C -0.209206 0.437500 -1.896197 -0.17 -0.13 -0.21
C 0.046575 2.685308 0.876845 -0.25 0.30 -0.41
C 0.206538 1.205465 0.513410 -0.40 -0.09 0.33
H 1.828868 1.359457 -0.889639 -0.33 0.39 0.16
H 4.447463 0.756116 -0.172071 0.08 -0.06 0.35
H 3.777932 -1.477146 -0.218494 -0.03 0.08 0.21
H 0.952542 1.498121 3.132292 -0.16 -0.55 -0.21
C -1.465891 -3.585916 -3.399171 0.32 -0.43 -0.39
C -0.734854 3.128771 1.947287 0.14 0.35 0.05
H 0.818536 0.092724 -1.969224 -0.18 0.04 -0.08
C 0.441756 -0.435087 3.923286 -0.22 0.01 -0.14
C 0.138043 -2.835830 -1.376410 -0.14 -2.01 -0.34
C -0.692335 0.932507 -0.691236 -0.42 0.20 0.01
H -0.437596 6.507000 1.522861 0.11 -0.41 -0.03
C -2.040802 1.304319 -0.606054 -0.09 0.21 -0.52
H -1.492334 4.819335 3.046051 0.16 -0.03 -0.30
S 0.216966 -2.956191 -3.058465 -0.65 1.17 0.24
C -0.138404 0.288629 1.683800 -0.13 0.07 0.14
C 0.463809 0.540677 2.923005 0.08 -0.52 0.52
C 0.452271 5.000325 0.246341 -0.04 -0.32 0.04
C -0.289837 -1.612743 3.736701 -0.03 -0.25 -0.15
C -1.022614 0.398458 -3.031253 -0.19 0.23 0.18
C 1.662499 0.926142 0.106372 0.49 1.02 -0.62
H 1.146395 3.297988 -0.888173 -0.20 0.18 0.37
H -1.606069 -2.719551 2.395492 0.23 0.39 0.22
H -3.822235 1.810386 -1.709678 0.31 -0.18 -0.04
H 1.006939 -0.282103 4.847101 -0.33 0.00 -0.28
H 0.936461 5.724151 -0.417290 -0.29 -0.27 0.23
H 4.632330 0.462637 1.583802 -0.10 -0.14 -0.26
H -2.648962 -4.707831 -1.004280 0.34 -0.31 0.01
H -2.193455 -2.899564 -2.949375 0.28 0.04 -0.22
H 2.488913 1.572550 2.018129 0.34 -0.01 -0.30
H -2.588269 -5.397813 -3.249145 0.14 -0.03 0.16
H -0.631831 -0.048828 -3.940235 -0.05 0.27 -0.04
```
Forces are in eV/Å.

Values from the calculation:
LUMO energy in eV: -5.5
Multiplicity: 1
Total charge: +1
Kohn-Sham gap in eV: 5.5

No. 2
Below is 6 unconnected molecules or ions with the total composition C39H82IN6O12PS2, with properties calculated with the ωB97M-V functional and the def2-TZVPD basis.

```
143
Properties=species:S:1:pos:R:3:forces:R:3
C 5.331309 1.266413 3.527198 -0.19 -0.11 -0.37
C -9.892757 3.339271 -6.766708 -0.08 -0.07 0.03
N 10.720640 -0.258768 4.366334 0.10 0.00 -0.10
H 1.041729 -4.294302 0.712501 -0.13 0.00 0.01
H 10.426864 1.055161 6.970184 0.00 -0.06 0.09
N -8.170938 0.388641 -6.470491 -0.08 -0.05 -0.08
C -9.209319 0.090767 -7.448438 0.10 0.08 0.24
H -1.239750 -2.449934 2.002131 -0.19 0.09 0.08
H 9.845329 0.775765 1.205107 0.00 0.01 -0.02
H 5.436102 0.349014 4.066649 0.16 -0.61 0.31
H -7.797670 -2.188899 -1.586532 -0.11 -0.03 -0.02
H 0.859326 -3.565736 2.649428 0.01 -0.12 -0.01
C 10.135293 -0.262309 3.030018 -0.12 -0.06 0.19
C 2.823631 0.909544 -3.324861 0.07 0.04 -0.17
H -0.189326 -3.270288 -0.085347 -0.03 0.00 0.06
H -3.170092 -0.204191 -0.264892 -0.30 -0.06 -0.12
C 0.937545 2.722791 2.940329 -0.60 -0.60 0.98
H -10.601890 3.874721 -6.139347 -0.04 -0.02 0.02
C 10.288902 0.993481 2.180601 -0.07 -0.13 -0.27
H 12.313203 -0.687958 6.473536 -0.12 0.01 0.01
H 1.548795 -0.438939 0.768961 0.09 0.15 -0.09
H -8.967184 3.189979 -6.198251 0.03 0.08 -0.09
C 11.414400 1.407534 7.288300 0.06 0.07 -0.07
H 12.593971 -1.102321 4.004504 0.00 -0.01 -0.04
P 5.084586 3.995173 1.309895 0.68 0.75 0.68
H 10.064995 2.566255 4.652555 0.14 -0.01 0.03
N 1.591425 1.261066 -4.009960 -0.04 -0.10 -0.01
C -3.503184 -3.269486 0.750441 0.10 0.05 0.17
O 1.666167 -2.368152 0.223331 -0.03 -0.02 -0.08
O -3.112745 -2.205711 -0.107121 -0.18 -0.20 -0.11
H -9.679911 3.949079 -7.649461 0.06 0.02 0.01
H -4.576438 -5.102384 0.917709 0.06 0.01 0.03
H -8.789641 -0.547015 -8.231216 0.01 -0.04 0.01
N 0.537018 -2.731278 3.119308 -0.03 -0.04 -0.08
H -9.422183 -1.927180 -0.889471 0.00 -0.01 -0.10
H -1.691360 0.562389 -3.831895 -0.02 0.03 -0.03
N -5.934967 -3.810245 0.022517 0.10 0.02 0.37
C -10.223852 0.411011 -3.939771 0.09 0.03 0.23
C 1.623244 3.272761 -1.568861 0.31 0.18 0.15
C 2.901078 1.276895 -1.854225 0.37 -0.29 0.15
O 2.690241 5.528692 1.946538 0.64 2.83 -0.71
S 6.312733 4.676307 2.651451 0.01 -0.03 -0.07
C -4.553888 -4.251006 0.230930 -0.12 0.15 -0.58
H -8.412315 -0.549205 -1.341103 0.06 0.09 0.04
H -1.285111 -1.886107 3.685869 0.01 0.05 0.00
H 10.540609 -1.114194 2.475126 0.05 0.01 -0.01
H 11.759560 0.801761 8.131287 -0.05 -0.03 0.02
H 13.776445 0.010684 5.772483 0.02 -0.03 0.03
H -8.411501 -2.590831 1.985496 -0.05 -0.05 0.04
H -8.930231 1.954914 -8.502386 0.06 0.02 0.09
H 11.324059 2.440186 7.618224 0.01 0.04 -0.03
H -5.967003 -2.682858 1.812202 -0.15 -0.03 0.19
C -0.861858 3.542618 -4.434052 0.03 -0.08 0.32
H 3.638513 1.421412 -3.841391 0.07 -0.01 0.04
S -1.392681 1.389264 0.976697 -0.74 -0.36 -0.60
C -9.740295 1.359243 -8.073644 -0.24 -0.19 -0.21
H 0.859101 -0.670065 3.029413 -0.46 -1.18 -0.38
H 10.340266 0.524505 4.878787 -0.04 0.04 0.06
H -4.202162 -4.626595 -0.732546 0.10 -0.08 0.02
C 0.413948 0.555560 -3.528683 0.22 0.07 -0.02
C 2.482127 4.385659 2.152191 -0.46 -1.02 0.44
H -0.841063 -6.488372 3.831021 0.05 -0.01 0.04
C 1.200009 -1.575097 2.519877 -0.45 -0.76 -0.11
O -1.265355 -4.993595 2.454126 0.15 -0.17 0.13
C 3.317795 2.158813 2.408859 0.91 -1.48 -0.29
C 12.173860 -0.166469 4.383353 -0.23 0.12 -0.01
H 3.852263 0.898420 -1.469746 0.03 0.03 0.03
H -0.780932 1.224289 -5.193974 0.08 0.11 -0.01
C 1.141225 3.951744 2.568142 -0.47 1.56 -0.25
H 1.184060 -3.913602 -1.001982 0.01 0.02 -0.03
H 5.611697 2.961956 0.527941 -0.29 -0.13 -0.16
C -7.937695 -2.755803 1.013830 0.00 -0.07 0.54
C 12.684946 0.074186 5.784314 0.35 0.03 -0.12
H -10.421553 1.089248 -8.884683 0.00 0.02 -0.04
H -8.341900 -2.223695 -4.254500 -0.01 -0.02 0.02
H 9.928461 3.918942 3.534436 -0.02 0.02 -0.03
H 3.884264 0.139616 2.472575 -0.39 -0.65 -0.29
C -0.913090 -2.675780 3.026027 0.18 -0.11 -0.11
H 11.362386 2.879975 3.463002 0.04 -0.07 0.04
H 1.443114 2.253764 -3.895142 -0.02 0.00 -0.10
H 0.476067 -0.493983 -3.828487 0.02 -0.02 0.02
H -2.629414 -3.856501 3.448858 -0.04 -0.05 0.06
H -8.506656 1.115941 -5.853314 0.02 0.05 0.00
C 10.283197 2.893736 3.631926 -0.26 0.13 -0.03
C -3.879459 -1.016509 -0.079588 0.33 -0.05 -0.06
C -7.764898 -0.752326 -5.659833 0.18 0.25 -0.04
O 9.587954 2.113777 2.676599 0.10 0.00 0.06
H -8.584129 -3.417961 0.432242 0.06 -0.11 0.02
H -5.950710 -3.031206 -0.618866 0.07 0.15 -0.15
H 4.849019 1.146678 1.411042 0.40 -0.19 -0.65
C 0.875694 -3.513543 -0.036157 0.16 -0.02 -0.08
O -7.840294 -1.494335 0.378446 0.01 -0.25 -0.40
H -9.684407 -1.714660 -5.257614 -0.06 0.12 -0.02
C -0.430298 -6.033397 2.925169 -0.05 0.03 -0.10
H -9.833881 1.372221 -4.285809 -0.09 -0.01 -0.12
C -8.799883 -1.348590 -4.723552 0.08 -0.42 0.13
C -6.588225 -3.401908 1.258778 0.06 0.29 -0.21
H -4.647027 -1.012054 -0.858246 -0.08 0.03 0.07
H -10.060455 -0.436424 -6.995734 -0.06 -0.05 -0.16
C 4.350200 1.091450 2.353001 0.13 0.32 0.82
H -1.226852 -4.303482 4.420884 0.14 -0.01 0.00
H -7.394837 -1.539104 -6.325035 -0.05 -0.02 -0.01
I -0.394222 5.357601 2.553043 0.27 -0.06 -0.06
O 12.347489 1.381336 6.226471 -0.18 -0.03 0.13
C -8.395981 -1.549831 -0.926513 0.12 0.28 0.05
H -1.150736 4.453267 -3.910251 0.01 -0.04 0.02
H 6.291307 1.598997 3.192914 0.63 0.21 -0.15
O -1.026035 2.463985 -3.527652 -0.03 0.29 -0.25
H 12.541061 0.655222 3.752661 0.15 -0.07 0.00
C -1.545304 -3.990486 3.423926 -0.24 0.19 -0.08
H -0.004954 -1.246731 0.717513 0.02 -0.13 0.02
H -1.505417 3.424791 -5.305501 -0.01 -0.01 -0.15
H 1.689763 4.132018 -0.899387 0.02 0.03 0.02
H 4.659208 4.955302 0.389193 -0.14 -0.19 -0.23
H -3.771900 -2.866035 1.733983 -0.12 0.08 -0.02
C -0.828866 1.178737 -4.102930 -0.34 -0.23 0.21
H -10.925728 0.011719 -4.674757 0.02 0.02 -0.07
H 0.875181 2.581538 -1.172370 -0.04 -0.02 -0.08
H 9.065338 -0.445692 3.152725 -0.03 -0.01 -0.07
H 3.004410 -0.163460 -3.437092 -0.06 -0.03 0.04
H 11.338773 1.246773 1.990221 0.03 0.03 0.13
C 1.043505 -1.373580 1.016411 -0.03 0.01 0.12
H 0.322552 0.592646 -2.433283 -0.09 -0.15 -0.01
H -0.382990 -6.792442 2.147093 -0.02 0.01 -0.04
H 0.182505 3.642511 -4.756086 -0.12 0.01 -0.13
O 2.912270 2.673760 -1.627322 -0.26 0.15 0.19
H 0.585247 -5.676548 3.127724 -0.01 -0.04 0.10
O 1.838621 0.647475 3.327358 0.27 -1.77 2.10
C -0.892824 1.836237 2.364381 -1.48 -1.15 -2.58
H -2.589087 -3.844397 0.892695 -0.04 -0.13 0.04
H -4.339410 -0.837161 0.894796 -0.09 -0.10 0.07
C 2.019734 1.737384 2.946517 0.41 2.94 -0.87
O -10.489849 2.109515 -7.128786 0.14 0.18 0.09
H -10.761577 0.592051 -3.009361 -0.01 -0.03 0.03
N -0.339007 2.249825 3.318160 1.42 0.84 2.78
H 4.960104 2.004160 4.206168 -0.14 0.49 0.55
H 2.266289 -1.673068 2.733790 0.00 0.05 0.01
O -9.177808 -0.501832 -3.655439 -0.14 0.09 -0.18
H -6.917214 -0.428683 -5.051496 0.04 -0.05 0.02
C 3.539313 3.389736 2.017417 0.03 0.56 -0.86
H 1.306044 3.642644 -2.547201 -0.10 -0.04 0.10
H 2.116037 0.793391 -1.259735 -0.08 0.07 -0.06
H -6.741970 -4.281590 1.890235 0.07 -0.02 0.01
```
Forces are in eV/Å.

Values from the calculation:
LUMO energy in eV: -1.8
Multiplicity: 1
Total charge: 0
SMILES: CCC1=C([PH2]=S)C(=O)C(I)=C(N=C=S)C1=O.COCCNCCOC.COCCNCCOC.COCCNCCOC.COCCNCCOC.COCCNCCOC
Kohn-Sham gap in eV: 6.6

No. 3
Below is 2 unconnected molecules or ions with the total composition C5H16N2O2, with properties calculated with the ωB97M-V functional and the def2-TZVPD basis.

```
25
Properties=species:S:1:pos:R:3:forces:R:3
H 1.548670 -2.766241 0.572473 -0.01 -0.07 -0.05
H 2.140627 -0.318000 -2.379094 0.06 -0.07 -0.01
N -1.432952 2.198408 -1.066707 -0.82 -1.40 -1.10
O 1.539556 -0.177892 -0.463685 -0.12 0.10 0.21
H -0.425014 2.324308 -1.096871 -0.17 -0.09 0.23
H 1.152502 -2.215942 2.204237 0.01 -0.06 0.05
H -1.306307 1.345490 0.638609 -0.73 -2.13 0.35
H -1.859031 3.023025 -0.659467 0.05 -0.19 0.16
H -3.556521 -0.151275 0.366811 -0.05 -0.02 0.05
H 1.943678 -1.890692 -1.575194 0.03 0.00 -0.02
N 1.229277 0.346586 1.800176 -0.05 0.06 -0.07
C -3.310231 0.756890 -0.179533 0.51 -0.06 0.00
H 0.218292 0.398140 1.727887 0.04 0.00 0.05
C -1.807345 0.892743 -0.272504 1.15 3.85 0.25
H 1.609910 1.263926 1.598393 -0.01 -0.04 0.02
H 3.351841 -0.863797 -1.190355 -0.01 -0.01 -0.03
O -1.250967 -0.228473 -0.832485 0.27 0.01 0.02
C 1.744396 -0.631060 0.896356 0.06 -0.12 0.11
H -3.717819 0.684594 -1.185732 -0.02 0.01 -0.06
H 2.831662 -0.709722 1.055212 -0.15 0.02 -0.11
C 1.072295 -1.976276 1.147562 0.20 0.26 -0.13
H 0.021661 -1.917733 0.866704 -0.08 -0.01 0.00
H -0.277124 -0.138785 -0.856774 -0.18 -0.03 0.12
C 2.286673 -0.860037 -1.446094 0.05 -0.08 -0.06
H -3.747729 1.611813 0.330074 -0.03 0.05 0.01
```
Forces are in eV/Å.

Values from the calculation:
LUMO energy in eV: 0.9
Multiplicity: 1
Total charge: 0
SMILES: CO[C@H](C)N.C[C@H](N)O
Kohn-Sham gap in eV: 9.5

No. 4
Below is C3H6ClFO in the gas phase, with properties calculated with the ωB97M-V functional and the def2-TZVPD basis.

```
12
Properties=species:S:1:pos:R:3:forces:R:3
H 0.751038 1.800200 -1.438167 -0.26 -0.35 -1.49
H 1.358972 2.272038 0.017563 -2.02 -0.79 0.29
F 0.488022 0.161213 1.400586 0.54 0.57 1.67
H -0.710212 -1.572214 1.386289 -0.81 -0.75 -1.44
Cl 1.944273 -0.521515 -0.487422 5.99 -3.10 -2.31
C 0.449330 1.714723 -0.424584 -1.29 0.53 1.31
C 0.381464 0.247230 0.046387 -3.91 4.09 2.09
O -0.718376 -0.395066 -0.289483 -2.41 0.33 -1.70
H -0.236509 -2.346400 -0.264827 -1.56 0.20 1.08
H -0.675797 2.146464 -0.322791 2.87 -0.44 -0.01
C -0.994521 -1.668062 0.284536 3.02 0.20 0.51
H -2.037684 -1.838612 0.091917 -0.16 -0.49 0.00
```
Forces are in eV/Å.

Values from the calculation:
LUMO energy (alpha / beta) in eV: 0.9 / -4.4
⟨S²⟩: 2.0048
Multiplicity: 3
Total charge: 0
Kohn-Sham gap (alpha / beta) in eV: 5.1 / 6.5

The energy above the lowest of the compared OMol25 structures with the same formula, charge and spin results, record by record, are as follows: 0.0000 0.4792 1.4672 1.4509 eV.